Below is a 2-piece molecular cluster, C3H3O3 overall, with properties calculated with ωB97M-V/def2-TZVPD.

CARTESIAN COORDINATES (ANGSTROEM)
C (-1.04, 0.02, -0.69)
C (0.02, -0.32, -0.05)
C (-3.83, -0.04, -0.04)
O (-4.11, -1.06, -0.51)
O (-3.87, 0.95, 0.54)
O (1.58, -0.09, -0.33)
H (-0.86, 0.67, -1.48)
H (0.10, -0.71, 0.91)
H (1.59, 0.64, -0.89)

Values from the calculation:
- Relative energy (zero: lowest compared OMol25 entry of this formula, charge and spin): 74.6 kcal per mole
- Energy: -341.7849 hartree
- HOMO level: -2.7 eV
- Orbital gap: 6.43 eV
- Charge: -1

What are the natural (NBO) partial charges on each atom? They are as follows, in elementary charge units: -0.706, -0.045, 1.054, -0.568, -0.559, -0.862, 0.125, 0.127, 0.434